This record from OMol25 describes C9H15N3O5 in the gas phase in a non-equilibrium geometry. The level of theory is ωB97M-V/def2-TZVPD.

Properties
- highest occupied orbital energy (eV) = -9.0
- orbital gap (eV) = 9.10
- M (u) = 245.235
- SMILES = C/C(=N\O)c1nc([C@@H](O)[C@H](O)[C@H](O)CO)c[nH]1
- spin multiplicity = 1

```
32
Properties=species:S:1:pos:R:3:forces:R:3
C -1.51003 -2.69188 -3.47866 -0.4905 1.8553 1.5940
C -0.15195 -2.51523 -2.86804 1.3361 -2.7873 -0.8480
N 0.83263 -3.32588 -3.11133 1.4886 0.7594 -0.9963
O 0.70082 -4.13283 -4.27330 -1.5240 0.1253 0.2949
C 0.16385 -1.50824 -1.85013 0.4474 1.2105 1.5304
N -0.71153 -0.56549 -1.48873 1.9459 -0.5842 0.9498
C -0.14077 0.01151 -0.32951 0.0947 0.9676 0.1779
C -0.80833 1.14663 0.44325 -0.0937 -0.7152 -2.4648
O -2.17893 0.77580 0.13465 -0.0882 1.2098 0.0496
C -0.56836 1.14999 1.95975 -2.3969 -1.0454 -0.0572
O -1.69224 1.80726 2.49516 0.6407 0.8313 1.2640
C 0.73744 1.73145 2.43009 -2.8405 2.1705 3.5951
O 1.23231 1.38927 3.74600 0.5382 1.4259 -1.0606
C 0.79911 3.23994 2.34344 0.1938 1.5546 1.5229
O 1.99345 3.81464 2.95901 -0.9439 0.9533 -3.9968
C 1.00720 -0.56370 0.02320 1.5965 -1.7286 -2.0814
N 1.34929 -1.44681 -1.06893 -1.7027 -0.7148 0.8749
H -2.07681 -3.57218 -3.09700 0.6548 0.6635 -0.0552
H -1.41327 -2.77345 -4.53091 -0.0512 -0.0193 -1.0227
H -2.00204 -1.72942 -3.16986 -0.2681 -1.1157 -0.6788
H 1.53101 -4.53388 -4.61754 -0.2832 0.8989 1.5132
H -0.56994 2.16497 0.00184 -0.2640 -1.0196 0.4328
H -2.12586 0.54457 -0.83304 -0.4439 0.0838 1.2777
H -0.64599 0.07609 2.23123 0.4044 0.2173 0.2004
H -2.47533 1.54203 2.02517 -0.4764 -0.3371 -0.4812
H 1.33507 1.29141 1.82023 4.6081 -2.2481 -3.9963
H 0.74736 0.73744 4.19228 -1.3579 -1.3627 0.6895
H -0.05146 3.65315 2.99831 0.7062 -0.4829 -1.7550
H 0.89739 3.56884 1.29123 -0.8290 0.0066 0.6176
H 2.09520 3.37921 3.74221 0.5304 -1.8654 3.4662
H 1.60143 -0.48783 0.91951 0.2397 0.0987 -0.3437
H 2.09926 -2.17736 -1.03958 -1.3715 0.9942 -0.2132
```
Positions in Å, forces in eV/Å.

This record from OMol25 describes C9H15N5O2 in the gas phase in a non-equilibrium geometry. The level of theory is ωB97M-V/def2-TZVPD.

Properties
- highest occupied orbital energy (eV) = -8.0
- orbital gap (eV) = 7.82
- M (u) = 225.252
- SMILES = CCOC(=O)c1nc(C)[nH]c1/N=N/N(C)C
- spin multiplicity = 1

```
31
Properties=species:S:1:pos:R:3:forces:R:3
C -2.19746 -3.34107 -0.20196 -1.0558 -0.1358 0.9043
C -2.59608 -2.16416 -1.06624 -0.3130 -1.2425 1.3938
O -2.00525 -1.05589 -0.46510 -0.2664 4.5454 -1.7657
C -2.23335 0.17254 -1.23369 -1.8494 0.3227 -2.6104
O -3.01318 0.30229 -2.22582 2.5235 -1.6049 3.9658
C -1.39575 1.34530 -0.86540 2.9704 -0.3311 2.0617
N -1.44649 2.70280 -1.34803 -2.3418 -4.3182 -1.3310
C -0.34819 3.19368 -0.99366 0.5992 4.2110 0.2110
C 0.05494 4.58859 -1.33003 1.2684 0.5895 -1.5412
N 0.36512 2.46948 -0.15805 1.3984 -0.5521 -0.0761
C -0.14833 1.25165 -0.09255 -3.9419 -0.3356 -0.7480
N 0.42465 0.23637 0.60977 0.0558 -1.9479 0.0399
N 1.59330 0.42482 0.98384 1.8304 -2.5487 0.3955
N 2.27937 -0.77480 1.36230 -1.1845 0.2428 -0.3808
C 1.66273 -2.11264 1.52863 -2.2629 -0.4991 0.6095
C 3.66322 -0.59469 1.84200 -4.3519 5.1092 1.4086
H -2.19615 -4.22146 -0.82253 -0.4769 -0.6284 -0.0364
H -2.92037 -3.47276 0.72118 1.8952 0.2467 -1.6965
H -1.14003 -3.19293 -0.00038 0.0039 -0.0380 0.8624
H -3.65488 -2.09495 -1.08974 -1.0870 0.3818 -0.1767
H -2.25075 -2.30781 -2.04511 0.5973 -0.0060 -1.5582
H 0.49613 5.12075 -0.44883 -0.4429 -0.2793 -0.8307
H 0.84448 4.62395 -2.22836 -1.6010 -0.1856 2.0368
H -0.86437 5.06162 -1.71099 0.5590 0.1860 0.3194
H 0.96642 2.84086 0.51195 1.5708 0.4811 0.7642
H 1.91457 -2.70265 2.46437 0.7788 1.0848 -0.9916
H 1.78502 -2.77328 0.64154 0.2194 0.5368 0.4959
H 0.52994 -2.10304 1.71616 1.4377 0.7744 -0.7374
H 4.20678 -1.42002 1.88694 1.8962 -3.8981 0.2086
H 4.14164 0.11296 1.19667 0.3722 0.4925 -0.2638
H 3.48232 -0.11551 2.86112 1.1991 -0.6536 -0.9330
```
Positions in Å, forces in eV/Å.

Record order is preserved below.
Energy above the lowest of the compared OMol25 structures with the same formula, charge and spin: 6.101 4.689 eV